(1)
The following is a quantum chemistry calculation of a structure of composition C51H56FN13O4RuSe, from the OMol25 dataset.

Cartesian coordinates (Å):
Ru -1.44306 -1.89735 -1.06254
C -5.17270 1.74225 0.70647
N -4.63906 0.55106 0.04505
C -3.38631 0.30867 -0.30051
N -3.28883 -0.93087 -0.77015
C -4.56821 -1.40576 -0.68729
N -5.40524 -0.53553 -0.18579
C -4.59788 1.91701 2.09387
C -4.55843 3.18667 2.65849
C -4.07329 3.36437 3.94702
C -3.60944 2.28242 4.67698
C -3.64303 1.01227 4.11045
C -4.14668 0.83043 2.82621
C -3.15107 -0.13564 4.86615
N -2.65471 -0.17530 6.05163
N -2.36515 -1.50497 6.31375
C -2.70247 -2.16716 5.26472
O -3.20165 -1.36278 4.28774
C -2.63741 -3.60122 5.00484
C -2.19598 -4.48734 5.98370
C -2.14374 -5.84070 5.69763
C -2.51833 -6.31395 4.44413
C -2.96144 -5.43048 3.46887
C -3.43508 -5.93646 2.12612
N -2.80983 -5.21271 1.00950
C -3.10551 -4.02982 0.50933
N -2.26385 -3.73928 -0.48993
C -1.43353 -4.83949 -0.51866
N -1.74254 -5.74087 0.36745
C -3.02707 -4.07716 3.76132
H -6.25364 1.61088 0.71867
H -4.94488 2.60838 0.08599
H -2.57659 1.01258 -0.20620
H -4.87297 -2.37505 -1.04546
H -4.91531 4.04134 2.09572
H -4.05691 4.35371 4.38318
H -3.22843 2.40629 5.68170
H -4.19244 -0.17096 2.41566
H -1.90624 -4.10842 6.95473
H -1.80681 -6.53686 6.45347
H -2.46787 -7.37482 4.23175
H -4.51526 -5.83338 2.02051
H -3.17585 -6.98136 1.97988
H -3.94138 -3.43430 0.83373
H -0.62095 -4.94196 -1.21549
H -3.38623 -3.36678 3.02856
C 4.95489 1.58794 -3.79482
C 4.00517 0.74321 -4.62602
N 2.70827 0.53284 -3.94772
C 2.51334 -0.60692 -3.28801
C 1.34951 -0.96025 -2.63880
C 1.34595 -2.36492 -2.07641
O 2.36120 -3.02338 -2.15127
O 0.24606 -2.82119 -1.55582
C 0.28281 -0.04189 -2.62149
O -0.86348 -0.23003 -2.07789
C 0.49618 1.21230 -3.31611
C -0.52227 2.17460 -3.37251
C -0.35748 3.32440 -4.08033
F -1.38888 4.18508 -4.12147
C 0.83145 3.61908 -4.79117
C 1.85285 2.68625 -4.69047
C 1.69682 1.48246 -3.98806
N 1.00950 4.78014 -5.55604
C 1.67820 4.69240 -6.85017
C 2.65271 5.86048 -6.99332
N 2.05955 7.06998 -6.30196
C 0.56099 7.04282 -6.37557
C 0.04214 5.88498 -5.52073
H 5.85739 1.80066 -4.36638
H 5.24563 1.05553 -2.88947
H 4.50112 2.53585 -3.50172
H 4.42037 -0.24521 -4.80847
H 3.80914 1.17740 -5.60467
H 3.32303 -1.32683 -3.29741
H -1.47196 1.98161 -2.89414
H 2.79796 2.89936 -5.16498
H 0.94240 4.70158 -7.66118
H 2.22823 3.76242 -6.95054
H 2.81851 6.12256 -8.03639
H 3.61088 5.66331 -6.51789
H 2.42734 7.92897 -6.71429
H 2.34292 7.06788 -5.32079
H 0.30969 6.93639 -7.42870
H 0.17110 7.99499 -6.02421
H -0.94326 5.61307 -5.90399
H -0.07966 6.21534 -4.49027
C -0.50760 1.52888 3.59110
C 1.00555 1.52485 3.37827
C 1.44513 2.18534 2.07069
C 1.05467 1.39423 0.82447
N 1.69573 0.07673 0.78597
C 1.09598 -1.11392 0.93146
Se -0.78284 -1.32649 1.16229
N 2.01019 -2.08771 0.87360
C 1.80971 -3.52757 1.09120
C 2.54446 -4.01461 2.33925
C 2.21656 -3.24647 3.61571
C 0.79091 -3.45771 4.10357
C 3.25115 -1.51009 0.63627
C 4.50332 -2.08051 0.42206
C 5.54417 -1.21122 0.18435
C 5.34912 0.18099 0.14768
C 4.10546 0.74553 0.33724
C 3.05378 -0.13594 0.58582
H -0.76311 1.16345 4.58587
H -1.03255 0.89610 2.87029
H -0.91093 2.54004 3.49896
H 1.39084 0.49964 3.41918
H 1.48731 2.05049 4.20341
H 2.52475 2.34173 2.07899
H 0.98806 3.17489 1.98579
H 1.33653 1.91802 -0.09255
H -0.02065 1.22324 0.80061
H 2.16041 -4.03553 0.19217
H 0.73646 -3.68620 1.17103
H 3.62092 -3.99152 2.16496
H 2.27861 -5.06802 2.46089
H 2.40933 -2.17737 3.46510
H 2.91676 -3.56026 4.39078
H 0.05194 -3.03942 3.41630
H 0.63364 -2.98919 5.07556
H 0.57006 -4.52186 4.20852
H 4.65115 -3.15029 0.41686
H 6.53673 -1.60679 0.01938
H 6.20221 0.82315 -0.02620
H 3.96308 1.81660 0.30175

Values from the calculation:
Multiplicity: 2
Max |F| in Eh/bohr: 0.018
Total charge: +3
E_tot in eV: -151984.289
⟨S²⟩: 0.762

***

(2)
The following is a quantum chemistry calculation of a structure of composition C23H34CrF4N4O2Si, from the OMol25 dataset.

Cartesian coordinates (Å):
Cr 0.54488 0.50056 -0.30767
C -2.64978 1.92732 -0.19957
C -1.51360 2.56977 0.58187
N -0.19057 2.52370 -0.10453
C -0.30696 3.35229 -1.34156
C 0.95122 3.51738 -2.20388
C 0.81437 3.15012 0.80003
C 1.27237 2.19636 1.88773
N 1.58012 0.93322 1.23572
C 2.55679 0.09594 1.67730
C 2.85092 -1.01785 0.88245
F 2.07476 -1.15325 -0.25073
C 3.82038 -1.94652 1.16106
F 4.01034 -2.96031 0.31240
C 4.57895 -1.83205 2.30785
C 4.29417 -0.76829 3.14452
F 4.97361 -0.63777 4.28144
C 3.31627 0.16555 2.85782
F 3.07072 1.12564 3.76818
H -3.51342 1.81597 0.45583
H -2.34855 0.94246 -0.54563
H -2.96757 2.52800 -1.05046
H -1.40217 2.05674 1.53390
H -1.75464 3.61793 0.78695
H -0.66067 4.33977 -1.02916
H -1.09262 2.90946 -1.94696
H 1.84786 3.11280 -1.74211
H 1.13253 4.57023 -2.41169
H 0.83615 3.01765 -3.16352
H 0.40639 4.06861 1.23388
H 1.68982 3.41577 0.21242
H 0.50280 2.06235 2.65456
H 2.14226 2.63506 2.37129
H 5.34860 -2.54902 2.55065
C 0.29681 -1.77793 3.15713
Si -1.18367 -1.18359 2.14652
C -1.99706 0.23809 3.09182
C -2.43901 -2.59445 2.14540
N -0.73784 -0.73472 0.50604
C -1.27734 -1.55786 -0.51650
C -0.48252 -2.47741 -1.21955
C -1.01516 -3.26621 -2.23183
C -2.35644 -3.17078 -2.57499
C -3.16327 -2.27911 -1.87840
C -2.63396 -1.48742 -0.87363
H -0.05672 -2.42809 3.96061
H 0.82029 -0.94362 3.62732
H 1.01965 -2.34368 2.56833
H -2.41980 -0.18026 4.00951
H -2.81993 0.69711 2.53979
H -1.29834 1.01920 3.39827
H -2.45509 -3.03874 3.14314
H -2.19271 -3.38613 1.43585
H -3.45164 -2.25172 1.92542
H 0.54948 -2.62311 -0.93170
H -0.38709 -4.00222 -2.72320
H -2.78399 -3.81017 -3.33629
H -4.21883 -2.21189 -2.11144
H -3.27552 -0.81013 -0.32452
N -0.40697 -0.90431 -4.56308
C 0.94271 -0.31808 -4.29687
C 0.89616 0.25125 -2.85975
O 1.89099 0.62733 -2.24979
O -0.28497 0.27486 -2.37009
H -0.84537 -0.57351 -5.41630
H -0.92401 -0.55346 -3.66449
H -0.41569 -1.92241 -4.55191
H 1.15816 0.49604 -4.98530
H 1.73294 -1.05845 -4.37593

Values from the calculation:
Multiplicity: 4
Max |F| in Eh/bohr: 0.022
Total charge: +1
E_tot in eV: -81623.829
⟨S²⟩: 3.793

***

(3)
The following is a quantum chemistry calculation of a structure of composition C5H8O2, from the OMol25 dataset.

Cartesian coordinates (Å):
C 1.14824 1.19446 0.75303
C 0.02323 0.65716 -0.09726
O -0.05429 1.39413 -1.27248
C 0.62549 -1.13914 -0.56333
O -0.27322 -2.04719 -0.73293
C -1.15879 0.20684 0.47359
C -1.98164 -0.74546 0.58167
H 2.09944 1.07432 0.22325
H 1.19819 0.67183 1.71120
H 0.99185 2.26243 0.93571
H -0.78203 1.04007 -1.80245
H 1.33040 -1.27318 0.27556
H 1.08242 -0.71915 -1.47003
H -1.29818 -1.64715 -0.03256
H -2.95111 -0.92995 1.01703

Values from the calculation:
Max |F| in Eh/bohr: 0.011
Total charge: 0
E_tot in eV: -9405.613

***

(4)
The following is a quantum chemistry calculation of an isolated molecule of C3H7NO, from the OMol25 dataset.

Cartesian coordinates (Å):
O 1.83424 -0.01268 -0.46550
C 0.77346 -0.02483 0.45303
C -0.31029 -1.03636 0.09498
N -0.95195 0.02248 -0.73191
C -0.31030 1.05322 0.12826
H 1.45027 0.12181 -1.35952
H 1.22162 -0.05347 1.44024
H -0.02812 -1.96230 -0.43318
H -0.91804 -1.35037 0.97665
H -1.96693 -0.05630 -0.72348
H 0.05795 1.95317 -0.41029
H -0.85191 1.34563 1.03071

Values from the calculation:
SMILES string: OC1CNC1
Max |F| in Eh/bohr: 0.018
Total charge: 0
E_tot in eV: -6760.719

***

(5)
The following is a quantum chemistry calculation of a cluster of 2 separate species, C4H5N in total, from the OMol25 dataset.

Cartesian coordinates (Å):
C 1.57270 0.82667 -1.19436
C 0.35623 1.26465 -0.93889
C 0.72299 -0.05087 -0.46162
C -1.23566 -0.91937 1.31794
N 0.62945 -1.15654 0.01860
H 2.45321 0.87836 -1.90180
H -0.49366 1.91312 -1.16969
H -1.69983 -0.16168 0.74291
H -0.58389 -0.72977 2.20065
H -1.72155 -1.86458 1.38626

Values from the calculation:
Max |F| in Eh/bohr: 0.087
Total charge: 0
E_tot in eV: -5712.689

***

(6)
The following is a quantum chemistry calculation of a cluster of 7 separate species, C18H45BrN5O6 in total, from the OMol25 dataset.

Cartesian coordinates (Å):
C 1.01651 2.84971 2.99092
C 0.71166 1.84031 1.78207
Br -0.08645 0.18602 2.58758
C 2.01686 1.50836 0.87032
C 1.63298 1.93137 -0.63566
C 2.01546 3.38230 -1.05410
C 1.65076 3.82763 -2.49184
C 0.90559 2.82314 -3.38919
N 0.54566 1.47698 -2.95149
C -0.20444 0.64445 -3.93616
C -1.67340 0.20014 -3.46648
C -2.44511 1.26509 -2.54422
C -3.22098 0.61836 -1.29094
N -4.57787 0.04898 -1.65123
C -4.71040 -1.19225 -0.85048
N -4.12324 -2.30004 -1.29241
N -5.48292 -1.30802 0.39831
C 0.88228 0.97273 -1.62697
C 0.51760 -0.49113 -1.11455
C 1.19284 -1.68000 -1.98986
C 1.14539 -3.11082 -1.20058
C 2.60348 -3.59475 -0.73281
C 2.88822 -2.99275 0.73847
N 4.14192 -2.16687 0.75143
H 0.05369 3.41155 3.29956
H 1.36887 2.32520 3.95732
H 1.75818 3.67962 2.68036
H -0.12919 2.31375 1.15347
H 2.29889 0.40178 0.94145
H 2.93332 2.11987 1.18977
H 2.53715 4.14038 -0.38013
H 1.87765 4.85520 -2.94723
H 0.59939 3.14222 -4.45146
H 0.44412 -0.25548 -4.25074
H -0.33966 1.25937 -4.90487
H -2.30106 0.08918 -4.43196
H -1.61397 -0.85363 -3.00889
H -1.80257 2.11552 -2.14007
H -3.25876 1.76134 -3.19966
H -2.61774 -0.15734 -0.70929
H -3.43338 1.48229 -0.55168
H -4.52080 -0.14707 -2.66155
H -3.60993 -2.09265 -2.17091
H -4.86130 -1.34894 1.22358
H -5.99469 -2.20689 0.40355
H 0.80298 -0.67541 -0.01794
H -0.61325 -0.66087 -1.17939
H 2.29921 -1.45996 -2.17909
H 0.60598 -1.87063 -2.96751
H 0.38448 -3.08906 -0.34004
H 0.75423 -3.91750 -1.93267
H 2.56901 -4.74271 -0.60770
H 3.42264 -3.38526 -1.49879
H 1.96785 -2.36375 1.05170
H 2.96740 -3.85178 1.50693
H 3.90307 -1.22285 1.09168
H 4.53454 -2.07895 -0.20036
O -2.50471 0.30781 5.59201
H -3.04236 -0.33291 5.10763
H -1.85227 0.60083 4.94454
O -4.61705 0.33658 3.40366
H -5.58215 0.34563 3.43101
H -4.36451 1.19429 3.76882
O -3.66915 -5.06679 0.52032
H -2.79389 -5.47119 0.55427
H -3.50913 -4.19107 0.14032
O 2.04151 6.16252 0.67039
H 2.68717 6.83973 0.43002
H 1.29507 6.33238 0.08156
O 4.96681 -5.29593 1.32195
H 5.84871 -5.68661 1.35207
H 5.11384 -4.41356 0.95458
O 3.04957 2.55875 5.77725
H 3.76502 1.94186 5.57929
H 2.83875 2.38221 6.70277

Values from the calculation:
Max |F| in Eh/bohr: 0.085
Total charge: +1
E_tot in eV: -109161.505